Density functional theory data (ωB97M-V/def2-TZVPD) for C4H7NO in the gas phase.

```
! wB97M-V def2-TZVPD RIJCOSX def2/J DEFGRID3
* xyz 0 1
O 2.96 -1.41 -0.17
N 0.96 -0.42 0.22
C -1.22 0.70 0.85
C 2.11 -0.60 -0.48
C -1.47 -0.10 -0.40
C -0.11 0.48 -0.13
H -1.21 0.20 1.82
H -1.53 -1.18 -0.29
H -2.12 0.30 -1.18
H 2.23 0.08 -1.35
H -1.62 1.71 0.88
H 0.78 -1.11 0.93
H 0.25 1.34 -0.69
*
```

Summary:
HOMO (hartree): -0.342
Largest force on an atom (Eh/bohr): 0.0066
Frontier orbital gap (eV): 10.356
LUMO level (eV): 1.038
Total energy (eV): -7798.270

Density functional theory data (ωB97M-V/def2-TZVPD) for C2H3NO2 in the gas phase at a distorted geometry.

```
! wB97M-V def2-TZVPD RIJCOSX def2/J DEFGRID3
* xyz 0 1
O 1.49 -0.88 0.04
O -1.28 -0.85 -0.06
N -1.25 0.54 0.04
C -0.07 1.00 0.00
C 1.28 0.32 -0.03
H -2.22 -1.01 0.16
H -0.03 2.10 0.00
H 2.08 1.04 -0.06
*
```

Summary:
HOMO (hartree): -0.366
Largest force on an atom (Eh/bohr): 0.0412
Frontier orbital gap (eV): 9.629
LUMO level (eV): -0.336
Total energy (eV): -7705.025

Density functional theory data (ωB97M-V/def2-TZVPD) for a molecular structure, C10H10ClHfNO2 at a distorted geometry.

```
! wB97M-V def2-TZVPD RIJCOSX def2/J DEFGRID3
* xyz 2 1
Hf 0.09 -0.12 0.00
Cl 2.91 -1.72 0.03
O -2.17 0.31 2.50
O 1.21 -2.52 1.97
N -1.61 -1.45 -0.45
C 0.56 1.95 1.01
C 1.79 1.48 0.45
C -3.63 -2.83 0.42
C 1.37 -1.71 1.07
C -2.52 -2.08 -0.06
C -0.35 2.21 -0.07
C 2.70 1.06 -1.98
C 0.31 1.84 -1.30
C 1.64 1.42 -0.98
C -1.28 0.16 1.76
H 3.34 1.91 -2.25
H -4.49 -2.67 -0.25
H 2.24 0.68 -2.90
H -3.36 -3.90 0.42
H -3.91 -2.52 1.45
H 3.36 0.28 -1.59
H -0.05 2.03 -2.31
H -1.32 2.70 0.01
H 0.41 2.23 2.06
H 2.72 1.28 1.00
*
```

Summary:
HOMO (hartree): -0.605
Largest force on an atom (Eh/bohr): 0.1349
Frontier orbital gap (eV): 6.407
LUMO level (eV): -10.044
Total energy (eV): -29928.662